A structure of composition C6H11NO. Source: the Open Molecules 2025 dataset; level of theory: ωB97M-V/def2-TZVPD.

```
19
Properties=species:S:1:pos:R:3
C -0.91303 -0.14892 0.17683
C -0.45174 1.39657 -0.19564
C 1.10104 1.27297 0.14122
C 1.14561 -0.25781 0.04317
C 0.02008 -0.84542 -1.04797
C 0.29698 -0.68712 1.15708
H -2.62443 -1.46577 -0.05982
H -2.92788 0.15057 0.72183
H -0.63843 1.64724 -1.35748
H -0.97157 2.26261 0.24781
H 1.86613 1.38930 -0.72559
H 1.13607 1.69118 1.16412
H 2.70819 -1.43973 -0.87583
H -0.32720 -0.32138 -2.05539
H -0.29085 -1.89365 -0.77185
H 0.07040 -1.81602 1.35658
H 0.57033 -0.05575 2.04074
N -2.45716 -0.38612 0.04528
O 2.68743 -0.49273 -0.00508
```

Calculated values
- 2S+1: 1
- ΔE to the lowest compared entry with this formula, charge and spin: 150.2 kcal/mol
- LUMO energy: 0.02410 Eh
- DFT total energy: -9931.9406 eV
- HOMO-LUMO gap: 10.0 eV
- Net charge: 0

Atom charges from the Löwdin analysis, given in e for atoms 1 to 4: atom 1 (C): -0.352, atom 2 (C): -0.135, atom 3 (C): -0.126, atom 4 (C): -0.519

A cluster of 2 separate species, C6H11NO in total. Source: the Open Molecules 2025 dataset; level of theory: ωB97M-V/def2-TZVPD.

```
19
Properties=species:S:1:pos:R:3
C -0.46728 -0.28447 -0.67188
C -1.42631 0.46944 -0.20345
C -0.96051 1.92319 -0.42503
C 0.56028 1.69178 -0.33788
C 0.68318 0.46576 -1.19362
H -0.39294 -1.34918 -0.72136
H -2.32599 0.17845 0.39027
H -1.15298 2.30849 -1.44564
H -1.29444 2.72410 0.23393
H 0.81492 1.34780 0.75216
H 1.19496 2.57730 -0.63916
H 1.70453 -0.05180 -1.29041
H 0.53346 0.86962 -2.17189
C 1.09105 -3.11265 2.15847
N 0.91346 -1.99886 1.59597
O 0.08034 -1.15002 2.32574
H 1.79496 -3.83185 1.78306
H 0.72384 -3.50457 3.13040
H -0.13382 -1.70934 3.14074
```

Calculated values
- 2S+1: 1
- SMILES string: C1=CCCC1.C=NO
- ΔE to the lowest compared entry with this formula, charge and spin: 98.9 kcal/mol
- LUMO energy: 0.03128 Eh
- DFT total energy: -9934.1647 eV
- HOMO-LUMO gap: 9.6 eV
- Net charge: 0

Atom charges from the Löwdin analysis, given in e for atoms 1 to 4: atom 1 (C): -0.178, atom 2 (C): -0.091, atom 3 (C): -0.191, atom 4 (C): -0.236

The molecule C6H11NO. Source: the Open Molecules 2025 dataset; level of theory: ωB97M-V/def2-TZVPD.

```
19
Properties=species:S:1:pos:R:3
C 0.58971 1.69784 -3.08166
C -0.26339 1.22566 -1.95348
N 0.21753 0.55127 -0.85754
O 1.53068 0.48413 -0.73183
C -0.51924 -0.05906 0.16101
C -0.18411 -0.89286 1.22578
C -1.36490 -1.08270 2.20986
C 1.09665 -1.36735 1.72034
H 0.60860 2.81070 -3.08076
H 0.07255 1.36368 -3.93395
H 1.55119 1.30922 -2.86092
H -1.15363 1.68384 -1.89110
H -1.52927 0.18873 -0.01969
H -2.20741 -0.57000 1.86278
H -0.98663 -0.78470 3.20971
H -1.53720 -2.06414 2.39401
H 1.46304 -0.74826 2.55373
H 1.76375 -1.37221 0.86694
H 0.85207 -2.37377 2.20677
```

Calculated values
- 2S+1: 1
- SMILES string: C/C=[N+](\[O-])C=C(C)C
- ΔE to the lowest compared entry with this formula, charge and spin: 106.7 kcal/mol
- LUMO energy: 0.00837 Eh
- DFT total energy: -9933.8276 eV
- HOMO-LUMO gap: 8.2 eV
- Net charge: 0

Atom charges from the Löwdin analysis, given in e for atoms 1 to 4: atom 1 (C): -0.049, atom 2 (C): -0.063, atom 3 (N): -0.222, atom 4 (O): -0.118

The molecule C6H11NO. Source: the Open Molecules 2025 dataset; level of theory: ωB97M-V/def2-TZVPD.

```
19
Properties=species:S:1:pos:R:3
C -1.39761 -2.82237 1.09526
C -1.03302 -1.55277 0.88834
C 0.09588 -1.10198 0.03245
C 0.03160 0.11810 -0.73839
C 0.84465 1.26244 -0.21462
N 1.63955 2.00363 -1.18566
C -0.10092 2.26715 0.45577
O -0.57744 3.22318 -0.12786
H -1.07265 -3.60529 0.32826
H -2.11353 -3.02786 1.74202
H -1.62612 -0.81435 1.46092
H 0.45471 -2.05708 -0.44769
H 0.92874 -1.16666 0.68714
H 0.42637 -0.12764 -1.78838
H -1.03297 0.36904 -0.74895
H 1.67152 0.96942 0.52498
H 2.15888 1.41340 -1.85626
H 1.19673 2.81122 -1.48328
H -0.49434 1.83843 1.37594
```

Calculated values
- 2S+1: 1
- SMILES string: C=CCC[C@@H](N)C=O
- ΔE to the lowest compared entry with this formula, charge and spin: 72.4 kcal/mol
- LUMO energy: 0.03386 Eh
- DFT total energy: -9935.3162 eV
- HOMO-LUMO gap: 10.1 eV
- Net charge: 0

Atom charges from the Löwdin analysis, given in e for atoms 1 to 4: atom 1 (C): 0.006, atom 2 (C): -0.184, atom 3 (C): -0.267, atom 4 (C): -0.182

A structure of composition C6H11NO. Source: the Open Molecules 2025 dataset; level of theory: ωB97M-V/def2-TZVPD.

```
19
Properties=species:S:1:pos:R:3
C -0.85352 -0.13677 -0.27893
C -1.82623 0.86467 -0.85127
C -2.87487 -0.18547 -0.33029
C 1.77670 -1.56854 0.58786
C 1.33524 1.00408 0.85875
C 1.51365 -0.14983 0.00241
N -1.71467 -0.97331 0.18648
O 1.96207 0.01541 -1.27523
H -1.75758 1.87184 -0.27223
H -1.80044 1.08846 -1.91739
H -3.62381 -0.02221 0.46379
H -3.38610 -0.88649 -1.20933
H 1.39418 -2.25678 -0.09564
H 1.16305 -1.69688 1.48159
H 2.81508 -1.76824 0.81748
H 1.95516 0.90080 1.75784
H 0.30801 0.97076 1.25083
H 1.50948 1.95821 0.38723
H 2.10462 0.97028 -1.56396
```

Calculated values
- 2S+1: 1
- ΔE to the lowest compared entry with this formula, charge and spin: 129.9 kcal/mol
- LUMO energy: 0.02200 Eh
- DFT total energy: -9932.8232 eV
- HOMO-LUMO gap: 7.9 eV
- Net charge: 0

Atom charges from the Löwdin analysis, given in e for atoms 1 to 4: atom 1 (C): -0.193, atom 2 (C): -0.173, atom 3 (C): -0.228, atom 4 (C): -0.012

A structure of composition C6H11NO. Source: the Open Molecules 2025 dataset; level of theory: ωB97M-V/def2-TZVPD.

```
19
Properties=species:S:1:pos:R:3
C 0.28875 1.56843 1.10239
C -1.03502 0.15408 -1.53526
C -1.39983 -0.59082 0.85614
C 0.94397 -0.59823 -0.16068
C 1.64162 0.19608 0.73420
C -0.41482 -0.16365 -0.20245
N 1.49800 -1.49528 -1.07200
O 2.75513 0.53120 1.02080
H 2.48722 -1.36138 -1.23859
H 1.28795 -2.47345 -0.91427
H 0.26171 1.48881 2.18680
H -0.69293 1.88461 0.74684
H 0.98727 2.33001 0.76039
H -2.22213 0.11900 0.97149
H -1.83498 -1.54614 0.53330
H -0.27976 0.38475 -2.28524
H -1.70834 1.00983 -1.42975
H -1.64373 -0.68254 -1.89337
H -0.92010 -0.75530 1.81927
```

Calculated values
- 2S+1: 1
- ΔE to the lowest compared entry with this formula, charge and spin: 100.2 kcal/mol
- LUMO energy (spin up / spin down): 0.00081 / 0.00076 Eh
- DFT total energy: -9934.1108 eV
- HOMO-LUMO gap (spin up / spin down): 7.7 / 7.7 eV
- Net charge: 0

Atom charges from the Löwdin analysis, given in e for atoms 1 to 4: atom 1 (C): -0.013, atom 2 (C): -0.040, atom 3 (C): -0.065, atom 4 (C): -0.332

A structure of composition C6H11NO. Source: the Open Molecules 2025 dataset; level of theory: ωB97M-V/def2-TZVPD.

```
19
Properties=species:S:1:pos:R:3
C -1.73254 0.17546 0.46804
C -0.32312 -1.46523 0.09873
C -1.44615 1.27587 -0.52030
O -1.69694 0.40447 1.72873
H -0.55957 0.54423 2.05811
H -2.46883 -0.56028 0.14632
H -1.26807 0.87971 -1.51968
H -0.89913 -1.98645 0.85868
H 0.66543 -1.92072 0.08690
H -0.74815 -1.59781 -0.89572
H -0.60129 1.88739 -0.21021
H -2.33023 1.92276 -0.55881
C 2.15868 0.12134 -0.01322
C 2.15544 -0.18635 -1.30656
C 1.02514 0.05994 0.89248
N 0.69878 0.53424 1.93881
H 3.04807 0.53041 0.45654
H 1.27801 -0.57651 -1.80265
H 3.04450 -0.04247 -1.90620
```

Calculated values
- 2S+1: 1
- ΔE to the lowest compared entry with this formula, charge and spin: 120.1 kcal/mol
- LUMO energy: 0.01897 Eh
- DFT total energy: -9933.2458 eV
- HOMO-LUMO gap: 9.0 eV
- Net charge: 0

Atom charges from the Löwdin analysis, given in e for atoms 1 to 4: atom 1 (C): -0.349, atom 2 (C): -0.052, atom 3 (C): -0.055, atom 4 (O): -0.058

The molecule C6H11NO. Source: the Open Molecules 2025 dataset; level of theory: ωB97M-V/def2-TZVPD.

```
19
Properties=species:S:1:pos:R:3
C -1.89563 -0.03257 0.41832
C 2.38130 -0.47185 -0.61930
C -2.14887 1.07288 -0.58668
C -0.08919 -1.22238 0.64639
C 1.51452 0.20410 0.41981
C -0.13670 0.11068 0.87397
O -0.02624 -1.85032 -0.57128
N 2.01531 1.15977 1.12654
H -0.76627 -2.46741 -0.61177
H 2.90158 1.50006 0.74256
H -0.20220 0.59354 1.84045
H -2.42304 -0.93289 0.11490
H -2.29407 0.21008 1.40184
H 2.63116 -1.48598 -0.29925
H 3.32051 0.06531 -0.76841
H 1.86810 -0.51042 -1.58233
H -1.75248 0.80157 -1.56871
H -3.22288 1.24882 -0.70127
H -1.67488 2.00702 -0.27578
```

Calculated values
- 2S+1: 1
- ΔE to the lowest compared entry with this formula, charge and spin: 183.5 kcal/mol
- LUMO energy (spin up / spin down): 0.02084 / 0.02084 Eh
- DFT total energy: -9930.4974 eV
- HOMO-LUMO gap (spin up / spin down): 7.4 / 7.4 eV
- Net charge: 0

Atom charges from the Löwdin analysis, given in e for atoms 1 to 4: atom 1 (C): -0.139, atom 2 (C): -0.061, atom 3 (C): -0.130, atom 4 (C): -0.189